[1]
C5H5NO in the gas phase in a non-equilibrium geometry, computed with ωB97M-V/def2-TZVPD.

The geometry in XYZ format:
```
12
Properties=species:S:1:pos:R:3:forces:R:3
C 1.346 -1.057 -0.567 -4.010 -0.850 -1.699
C 0.247 -0.423 -1.451 8.262 -7.090 -5.798
C 1.487 -0.284 0.558 3.318 1.297 -0.066
C -0.772 0.138 -1.057 -4.961 2.756 4.692
C -1.833 1.242 0.846 -2.893 -0.833 6.055
N -1.205 0.585 0.013 -1.063 1.160 -2.795
O 1.388 0.942 0.418 -0.722 0.820 1.830
H 1.416 -2.172 -0.492 0.088 1.072 -0.631
H 0.305 -0.831 -2.539 -0.228 1.024 1.696
H 2.158 -0.695 1.338 -0.668 -0.008 0.609
H -1.632 0.733 1.926 -0.191 1.603 -2.068
H -2.905 1.823 1.008 3.067 -0.952 -1.825
```
Forces are in eV/Å.

Computed properties:
2S+1   1
Lowest unoccupied orbital energy (alpha / beta)   -0.928 / -1.137 eV
Relative energy (zero: lowest compared OMol25 entry of this formula, charge and spin)   169.9 kcal per mole
Total charge   0
HOMO-LUMO gap (alpha / beta)   6.9 / 6.2 eV
Strongest force on any atom   12.3 eV/A

***

[2]
A molecular structure, C25H20BF4P2PtS2, computed with ωB97M-V/def2-TZVPD.

The geometry in XYZ format:
```
55
Properties=species:S:1:pos:R:3:forces:R:3
Pt 0.241 -3.072 0.018 -0.199 0.039 0.007
S 2.578 -2.595 0.047 0.079 0.130 0.002
P 1.847 -0.692 0.015 -0.016 -0.110 0.085
C 0.145 -1.255 0.007 0.136 0.187 -0.029
P -1.602 -0.859 -0.010 -0.010 -0.186 -0.067
S -2.125 -2.833 -0.021 -0.122 0.097 0.003
C -2.004 0.057 1.465 0.035 -0.023 0.066
C -1.740 1.430 1.520 0.005 0.000 0.003
C -1.942 2.114 2.704 -0.006 -0.016 -0.007
C -2.408 1.435 3.825 -0.004 0.005 0.003
C -2.668 0.073 3.771 -0.006 0.003 0.009
C -2.459 -0.625 2.591 -0.002 -0.009 -0.017
C -2.006 0.111 -1.447 -0.068 -0.013 0.012
C -3.121 0.949 -1.423 0.006 0.011 -0.024
C -3.483 1.632 -2.573 0.007 0.014 0.000
C -2.734 1.484 -3.733 -0.006 0.006 0.000
C -1.627 0.645 -3.757 0.004 0.003 0.007
C -1.265 -0.052 -2.618 0.016 -0.030 -0.015
C 2.150 0.332 1.441 0.067 -0.003 -0.019
C 1.432 0.103 2.615 -0.011 -0.039 0.022
C 1.715 0.850 3.745 0.000 0.002 -0.011
C 2.722 1.806 3.708 0.006 0.003 -0.003
C 3.448 2.023 2.545 -0.006 0.015 0.007
C 3.165 1.289 1.404 0.001 0.012 0.018
C 2.151 0.248 -1.470 -0.030 -0.028 -0.049
C 1.747 1.585 -1.533 -0.012 0.011 -0.001
C 1.874 2.278 -2.722 0.013 -0.013 -0.005
C 2.405 1.643 -3.841 -0.008 0.009 0.002
C 2.803 0.316 -3.778 0.001 -0.004 -0.005
C 2.671 -0.392 -2.593 0.001 -0.016 0.008
H -1.385 1.957 0.642 0.004 0.004 -0.001
H -1.746 3.176 2.754 0.003 0.002 -0.001
H -2.575 1.976 4.747 0.004 0.000 0.002
H -3.036 -0.447 4.645 0.003 0.000 0.001
H -2.651 -1.690 2.538 -0.001 0.002 -0.001
H -3.705 1.067 -0.519 -0.002 -0.009 -0.003
H -4.350 2.279 -2.564 -0.001 0.000 -0.001
H -3.020 2.020 -4.628 -0.001 -0.002 -0.003
H -1.053 0.526 -4.666 0.002 -0.003 0.000
H -0.415 -0.725 -2.649 -0.002 -0.008 0.009
H 0.663 -0.660 2.656 -0.003 -0.009 -0.011
H 1.159 0.679 4.657 -0.004 -0.003 -0.002
H 2.948 2.383 4.595 0.000 0.000 0.003
H 4.237 2.762 2.526 0.000 0.001 0.000
H 3.729 1.461 0.496 0.005 -0.012 0.011
H 1.343 2.079 -0.657 -0.006 -0.001 -0.007
H 1.568 3.314 -2.779 0.000 0.002 0.003
H 2.513 2.192 -4.767 -0.003 0.000 -0.002
H 3.218 -0.170 -4.651 0.001 -0.001 0.001
H 2.969 -1.432 -2.534 0.005 0.004 0.003
F 0.335 -5.029 0.052 0.179 -0.134 -0.005
B -0.619 -6.860 0.051 0.077 0.165 -0.012
F -0.018 -7.309 1.142 -0.009 -0.044 0.048
F -0.176 -7.228 -1.142 -0.014 -0.038 -0.045
F -1.845 -6.346 0.153 -0.110 0.028 0.007
```
Forces are in eV/Å.

Computed properties:
2S+1   1
Lowest unoccupied orbital energy   -5.599 eV
Total charge   +1
HOMO-LUMO gap   6.6 eV
Strongest force on any atom   0.2 eV/A

***

[3]
2 unconnected molecules or ions with the total composition C10H16 in a non-equilibrium geometry, computed with ωB97M-V/def2-TZVPD.

The geometry in XYZ format:
```
26
Properties=species:S:1:pos:R:3:forces:R:3
C -2.486 -1.350 0.398 1.174 0.485 -0.801
C -0.998 -1.678 0.408 -1.312 -0.353 0.225
C -0.359 -1.985 -0.782 0.188 0.327 0.215
C -0.306 -1.677 1.618 0.026 0.343 -1.018
C 1.012 -2.162 -0.799 -0.066 -0.480 -0.582
C 1.067 -1.804 1.556 1.115 0.068 0.507
C 1.743 -2.082 0.371 -0.423 0.464 0.067
H -2.633 -0.430 -0.180 0.008 -0.071 -0.054
H -2.775 -1.103 1.396 -0.679 -0.263 0.640
H -0.922 -2.027 -1.706 -0.040 0.031 -0.002
H -0.854 -1.500 2.532 0.192 0.116 0.127
H 1.462 -2.377 -1.762 0.291 0.005 0.136
H 1.697 -1.597 2.418 -0.303 -0.357 0.185
H 2.819 -2.147 0.363 0.102 -0.074 0.011
H -3.065 -2.119 -0.100 -0.264 -0.194 0.325
C 0.065 1.894 -0.436 0.247 -0.442 -0.573
C 1.347 2.142 0.340 0.131 -0.334 0.605
C -0.225 2.946 -1.493 -0.550 0.758 0.511
H 0.113 0.894 -0.881 0.157 0.086 -0.135
H -0.786 1.805 0.231 -0.169 0.293 0.335
H 1.368 1.478 1.210 0.061 0.070 -0.016
H 1.439 3.163 0.720 -0.133 0.026 -0.117
H -0.356 3.914 -0.991 0.106 -0.056 -0.022
H 0.564 3.111 -2.224 0.056 -0.356 -0.111
H 2.253 1.911 -0.223 -0.133 0.109 -0.221
H -1.187 2.778 -1.982 0.220 -0.201 -0.237
```
Forces are in eV/Å.

Computed properties:
2S+1   1
Lowest unoccupied orbital energy   0.998 eV
SMILES   Cc1ccccc1.CCC
Relative energy (zero: lowest compared OMol25 entry of this formula, charge and spin)   6.9 kcal per mole
Total charge   0
HOMO-LUMO gap   10.0 eV
Strongest force on any atom   1.5 eV/A

***

[4]
A molecular structure, C9H16N2PRuS in a non-equilibrium geometry, computed with ωB97M-V/def2-TZVPD.

The geometry in XYZ format:
```
30
Properties=species:S:1:pos:R:3:forces:R:3
C -0.906 0.511 -3.458 -0.499 1.499 -0.947
C -1.681 1.641 -3.985 0.926 -2.146 0.773
C -0.787 2.732 -4.274 1.322 -0.842 0.705
C 0.512 2.371 -3.830 -0.949 -1.114 0.287
C 0.480 0.941 -3.355 -1.214 0.594 -0.685
Ru 0.205 -0.521 -1.498 0.592 3.251 -0.185
P -0.017 -2.616 -0.975 -0.519 -2.397 -0.201
H -1.245 -0.526 -3.170 -0.186 1.019 -0.869
H -2.768 1.599 -4.160 0.762 0.169 0.142
H -1.072 3.659 -4.809 0.282 -0.680 0.743
H 1.340 0.219 -3.368 -0.398 0.776 -0.123
H 1.408 2.991 -3.753 -0.409 -0.228 -0.409
H 0.997 -3.507 -1.467 -0.582 0.028 0.544
H -1.180 -3.182 -1.587 0.468 -0.456 0.561
H -0.168 -2.991 0.414 0.117 0.046 -0.863
S 1.225 0.881 -0.041 0.302 0.508 0.241
C 0.674 0.409 1.547 1.932 -0.208 -1.412
N -0.590 0.097 1.826 -3.426 -0.175 0.508
C -1.025 -0.609 3.049 0.046 0.175 -1.191
C -0.005 -0.390 4.143 -0.061 0.079 0.429
C 1.413 -0.553 3.645 0.622 0.417 -0.797
N 1.608 0.399 2.542 0.723 0.481 1.395
H -1.242 0.140 1.040 0.323 0.086 0.727
H -1.159 -1.672 2.801 0.130 -0.169 0.284
H -2.003 -0.213 3.352 0.218 -0.113 -0.086
H -0.183 -1.069 4.975 -0.115 -0.094 0.023
H -0.134 0.630 4.517 0.155 -0.035 0.012
H 1.610 -1.567 3.266 -0.204 -0.250 0.238
H 2.147 -0.325 4.427 -0.225 -0.073 -0.120
H 2.547 0.521 2.187 -0.134 -0.147 0.274
```
Forces are in eV/Å.

Computed properties:
2S+1   6
Lowest unoccupied orbital energy (alpha / beta)   0.512 / -2.018 eV
Relative energy (zero: lowest compared OMol25 entry of this formula, charge and spin)   30.9 kcal per mole
Total charge   0
HOMO-LUMO gap (alpha / beta)   4.5 / 5.2 eV
Strongest force on any atom   3.5 eV/A

***

[5]
2 unconnected molecules or ions with the total composition C4H14N3 in a non-equilibrium geometry, computed with ωB97M-V/def2-TZVPD.

The geometry in XYZ format:
```
21
Properties=species:S:1:pos:R:3:forces:R:3
C 0.857 -0.528 -0.905 -1.896 0.296 -2.762
C -0.996 -1.751 0.225 -2.983 2.090 1.796
C -0.784 1.884 -0.741 -0.104 0.067 -2.054
C -0.524 -0.479 -0.351 1.829 0.031 1.932
N 2.995 -0.028 0.828 1.137 -1.552 0.086
N -1.145 0.633 -0.080 -2.991 -1.333 0.886
N -2.483 0.418 0.782 3.566 0.426 -1.103
H 1.642 -0.446 -0.178 0.282 1.582 0.901
H 0.936 0.123 -1.809 0.572 -0.473 0.916
H 1.128 -1.526 -1.178 -0.543 -0.864 -0.833
H -0.989 -1.639 1.383 -0.438 -0.111 -1.918
H -2.086 -1.776 -0.161 1.737 -1.134 0.889
H -0.340 -2.521 -0.003 0.570 -1.607 -0.820
H -0.774 2.720 -0.093 -0.116 0.620 1.050
H 0.280 1.786 -1.150 -1.831 0.131 0.482
H -1.560 2.119 -1.553 1.307 -0.472 0.984
H 2.675 -0.639 1.605 0.916 -0.471 -1.080
H 3.170 0.759 1.383 0.582 2.021 0.398
H -3.228 -0.045 0.279 0.088 0.632 -0.448
H -2.693 1.231 1.352 0.044 0.107 -0.674
H 3.919 -0.294 0.364 -1.729 0.014 1.371
```
Forces are in eV/Å.

Computed properties:
2S+1   1
Lowest unoccupied orbital energy   -3.575 eV
Relative energy (zero: lowest compared OMol25 entry of this formula, charge and spin)   85.8 kcal per mole
Total charge   +1
HOMO-LUMO gap   10.0 eV
Strongest force on any atom   4.1 eV/A

***

[6]
A molecular structure, C68H58N5OP4Se2Zn in a non-equilibrium geometry, computed with ωB97M-V/def2-TZVPD.

The geometry in XYZ format:
```
139
Properties=species:S:1:pos:R:3:forces:R:3
Zn 0.026 -0.016 -0.133 -0.064 -0.238 0.107
C 4.075 3.247 4.296 0.028 -0.089 0.037
C 4.252 1.716 4.353 0.102 0.226 0.082
C 5.346 1.368 5.364 -0.129 -0.029 -0.133
C 2.911 1.120 4.746 0.126 -0.019 -0.247
C 2.475 1.017 6.061 -0.060 -0.053 -0.120
C 1.190 0.604 6.371 -0.150 -0.010 0.123
C 0.289 0.297 5.369 0.196 0.013 -0.150
C 0.706 0.360 4.049 0.342 0.165 -0.508
P -0.371 -0.048 2.625 -0.306 -0.303 0.550
C -1.812 0.947 3.160 0.065 -0.152 -0.219
C -2.944 0.489 3.821 0.053 -0.014 -0.081
C -3.983 1.363 4.093 -0.153 0.061 0.065
C -3.883 2.702 3.760 -0.053 0.004 0.022
C -2.719 3.180 3.177 -0.035 0.106 0.020
C -1.697 2.306 2.868 0.030 -0.117 0.022
C -0.691 -1.796 3.042 -0.166 0.097 -0.134
C -1.933 -2.407 2.889 0.006 0.125 0.106
C -2.079 -3.758 3.151 -0.051 -0.094 0.042
C -0.983 -4.514 3.523 -0.030 -0.072 -0.056
C 0.269 -3.928 3.615 0.086 -0.038 -0.044
C 0.416 -2.575 3.379 -0.080 0.132 -0.048
C 2.005 0.757 3.755 -0.483 -0.185 0.642
O 2.306 0.743 2.424 0.252 0.292 0.180
C 3.613 0.879 2.072 0.653 -0.038 -0.506
C 3.877 0.558 0.743 -0.501 0.244 0.343
C 5.168 0.659 0.249 -0.130 -0.026 0.149
C 6.181 1.043 1.107 0.148 0.031 -0.020
C 5.907 1.344 2.430 -0.059 -0.086 -0.059
C 4.617 1.274 2.946 -0.268 -0.095 0.083
P 2.505 -0.141 -0.220 0.429 -0.258 -0.378
C 3.100 0.282 -1.882 -0.002 0.019 0.086
C 3.530 -0.600 -2.861 -0.061 0.028 0.234
C 3.926 -0.100 -4.092 0.084 0.025 -0.185
C 3.900 1.261 -4.341 0.070 -0.059 -0.010
C 3.472 2.141 -3.360 0.053 0.100 0.112
C 3.069 1.653 -2.137 0.195 -0.219 0.039
C 2.758 -1.914 0.095 -0.072 -0.043 -0.043
C 3.556 -2.378 1.135 0.004 0.098 -0.061
C 3.609 -3.732 1.416 0.017 -0.069 0.137
C 2.855 -4.631 0.683 -0.021 -0.044 -0.044
C 2.050 -4.176 -0.349 -0.009 -0.090 -0.033
C 2.004 -2.826 -0.638 0.055 0.108 -0.115
H 3.786 3.633 5.270 -0.034 0.062 0.133
H 3.305 3.514 3.576 -0.079 0.051 -0.061
H 5.007 3.716 3.991 0.111 0.097 -0.022
H 5.093 1.757 6.346 0.016 0.037 0.101
H 6.291 1.819 5.078 0.091 0.054 0.015
H 5.481 0.292 5.437 0.036 -0.112 0.028
H 3.137 1.270 6.872 0.145 0.064 0.074
H 0.882 0.537 7.403 -0.003 0.013 0.114
H -0.723 0.001 5.598 -0.103 -0.044 0.073
H -3.021 -0.539 4.138 -0.031 -0.058 -0.036
H -4.878 0.991 4.571 -0.068 -0.013 0.090
H -4.701 3.374 3.971 -0.060 0.070 0.052
H -2.612 4.236 2.973 0.014 0.100 -0.054
H -0.784 2.665 2.410 0.019 0.091 -0.056
H -2.784 -1.837 2.537 0.034 -0.049 0.073
H -3.049 -4.223 3.053 -0.072 -0.030 -0.030
H -1.099 -5.568 3.714 -0.015 -0.162 0.053
H 1.134 -4.527 3.856 0.076 -0.053 0.066
H 1.393 -2.113 3.440 0.066 -0.043 0.078
H 5.373 0.428 -0.784 0.039 -0.037 -0.092
H 7.195 1.106 0.741 0.075 0.035 -0.011
H 6.724 1.644 3.065 0.076 0.060 0.125
H 3.563 -1.664 -2.670 -0.005 -0.069 0.027
H 4.263 -0.775 -4.864 0.008 -0.096 -0.069
H 4.223 1.647 -5.296 -0.005 -0.029 -0.080
H 3.451 3.203 -3.551 -0.013 0.099 -0.039
H 2.716 2.324 -1.363 -0.035 0.124 -0.023
H 4.135 -1.686 1.728 0.094 0.016 0.043
H 4.235 -4.082 2.222 0.085 -0.049 0.088
H 2.891 -5.686 0.912 0.010 -0.065 0.030
H 1.448 -4.874 -0.912 -0.054 -0.022 -0.073
H 1.378 -2.455 -1.439 -0.101 -0.048 -0.045
Se -1.934 0.876 -6.660 -0.169 0.105 -0.130
P -0.835 -0.803 -6.067 -0.218 -0.397 -0.394
C 0.774 -0.998 -6.914 -0.352 0.056 0.098
C 1.122 -2.142 -7.624 -0.059 -0.012 0.116
C 2.366 -2.230 -8.222 0.083 -0.104 -0.097
C 3.255 -1.172 -8.148 0.011 -0.060 -0.018
C 2.878 -0.004 -7.504 0.029 0.002 -0.045
C 1.644 0.088 -6.888 0.071 0.073 -0.017
C -1.715 -2.385 -6.323 0.217 0.324 -0.003
C -1.129 -3.596 -5.970 -0.055 0.058 -0.036
C -1.806 -4.781 -6.196 0.086 -0.140 -0.001
C -3.065 -4.768 -6.774 0.007 0.017 -0.004
C -3.638 -3.567 -7.156 -0.043 -0.039 -0.007
C -2.964 -2.378 -6.934 0.028 0.081 -0.105
C -0.411 -0.608 -4.321 -0.184 -0.297 0.357
C -0.804 -0.978 -3.026 0.138 -0.228 -0.182
N -0.151 -0.122 -2.195 -0.165 -0.451 -0.226
N 0.560 0.703 -2.921 -0.078 0.577 0.418
N 0.428 0.433 -4.177 0.142 0.202 -0.310
P -1.867 -2.152 -2.204 -0.375 -0.066 -0.282
Se -1.449 -2.188 -0.103 0.319 0.305 0.312
C -3.608 -1.727 -2.497 0.321 -0.097 0.020
C -4.084 -1.704 -3.802 0.112 -0.009 0.051
C -5.404 -1.368 -4.043 0.005 0.002 -0.109
C -6.243 -1.055 -2.985 0.003 -0.007 0.009
C -5.769 -1.092 -1.684 -0.087 0.061 0.010
C -4.451 -1.427 -1.435 0.153 -0.048 0.137
C -1.586 -3.837 -2.795 -0.031 0.273 0.082
C -2.604 -4.782 -2.716 0.040 0.155 0.007
C -2.317 -6.110 -2.983 0.017 -0.113 0.018
C -1.028 -6.488 -3.330 -0.054 -0.033 0.043
C -0.016 -5.545 -3.400 0.081 -0.011 0.018
C -0.292 -4.219 -3.125 -0.038 0.044 0.112
H 0.431 -2.968 -7.720 0.015 -0.002 -0.002
H 2.637 -3.130 -8.755 0.027 -0.059 -0.053
H 4.234 -1.255 -8.601 0.024 0.030 -0.072
H 3.551 0.839 -7.494 0.063 0.114 0.035
H 1.348 0.991 -6.377 0.014 0.050 0.007
H -0.140 -3.612 -5.534 -0.005 -0.008 -0.037
H -1.349 -5.721 -5.925 0.027 -0.042 0.012
H -3.594 -5.696 -6.934 -0.032 -0.087 -0.050
H -4.606 -3.560 -7.637 -0.077 0.037 -0.010
H -3.399 -1.432 -7.230 0.013 0.061 0.005
H -3.419 -1.949 -4.618 -0.107 0.020 -0.012
H -5.774 -1.347 -5.057 -0.018 0.016 -0.086
H -7.269 -0.782 -3.174 -0.126 0.005 -0.040
H -6.425 -0.859 -0.859 -0.088 0.021 0.076
H -4.070 -1.469 -0.422 -0.030 0.032 -0.033
H -3.605 -4.479 -2.434 -0.013 -0.026 -0.029
H -3.091 -6.860 -2.906 -0.095 -0.007 -0.042
H -0.808 -7.521 -3.554 -0.010 -0.119 0.022
H 0.984 -5.843 -3.675 0.112 -0.026 -0.019
H 0.490 -3.473 -3.180 0.078 0.027 -0.026
C -3.992 3.354 -0.556 -0.520 -0.112 -0.082
N -2.567 3.565 -0.398 -0.472 0.616 -0.125
C -2.038 4.900 -0.596 0.171 0.459 -0.100
C -1.762 2.572 -0.285 0.939 -1.065 0.273
N -1.015 1.705 -0.118 -0.363 0.475 -0.118
H -4.531 4.007 0.133 0.035 -0.045 -0.020
H -4.237 2.318 -0.327 0.013 0.047 0.008
H -4.306 3.575 -1.580 0.064 -0.012 0.076
H -2.518 5.586 0.103 0.021 -0.022 -0.023
H -2.218 5.244 -1.618 -0.013 -0.048 0.054
H -0.966 4.896 -0.413 -0.029 0.024 0.009
```
Forces are in eV/Å.

Computed properties:
2S+1   1
Lowest unoccupied orbital energy   -1.634 eV
Relative energy (zero: lowest compared OMol25 entry of this formula, charge and spin)   0.0 kcal per mole
Total charge   +1
HOMO-LUMO gap   7.7 eV
Strongest force on any atom   1.4 eV/A